[1]
Molecular formula: C11H19IN
Method: DFT, ωB97M-V with the def2-TZVPD basis set

Last column: natural (NBO) charge in e.
Atoms and positions in Å:
C1 2.73116 0.81635 -0.50041  -0.6516
C2 1.35292 0.38289 -0.34093  0.0037
C3 1.01651 -0.91631 -0.57766  0.1912
C4 1.92956 -1.96219 -1.20205  -0.6676
N1 -0.37869 -1.42046 -0.34364  -0.4559
C5 -1.23802 -1.17250 -1.56751  -0.4113
C6 -0.97552 -0.69660 0.95102  0.1725
C7 -2.27991 -1.32915 1.20333  -0.7117
I1 0.49074 -1.39654 2.50433  0.1287
C8 -0.77171 0.78398 0.77534  -0.0739
C9 -1.73322 1.65364 1.57167  -0.6494
C10 0.27940 1.30132 0.09884  0.0160
C11 0.49846 2.77244 -0.00332  -0.6609
H1 2.86233 1.25526 -1.44063  0.2420
H2 3.35990 -0.03502 -0.44426  0.2331
H3 3.10546 1.60184 0.24356  0.2502
H4 1.45531 -2.83439 -1.20541  0.2077
H5 2.79121 -2.10960 -0.50879  0.2523
H6 2.36301 -1.56705 -2.15249  0.2519
H7 -0.31447 -2.49110 -0.22306  0.4551
H8 -1.04871 -0.16238 -1.95299  0.2457
H9 -0.83908 -1.80816 -2.29939  0.2266
H10 -2.26563 -1.39691 -1.40939  0.2284
H11 -2.92276 -0.82309 1.91514  0.2710
H12 -2.19112 -2.37873 1.49672  0.2503
H13 -2.83177 -1.19546 0.35848  0.2214
H14 -2.77354 1.21285 1.47823  0.2180
H15 -1.82446 2.63477 1.15227  0.2456
H16 -1.44521 1.64428 2.66174  0.2487
H17 0.32444 3.23556 0.93038  0.2382
H18 -0.16531 3.27472 -0.80263  0.2436
H19 1.43874 3.12571 -0.36648  0.2401

Values from the calculation:
E, eV: -21297.91272
Total charge: +1
HOMO energy, eV: -12.054



[2]
Molecular formula: C11H19LaO2
Method: DFT, ωB97M-V with the def2-TZVPD basis set

Last column: Mulliken charge in e.
Atoms and positions in Å:
C1 1.56895 -0.21428 -2.33265  -0.6977
C2 0.26868 -0.25961 -2.75844  -0.5246
H1 2.04143 -1.06356 -1.74899  0.4831
H2 2.18026 0.72785 -2.39461  0.4058
H3 -0.25979 0.63412 -3.19073  0.4315
H4 -0.39764 -1.15292 -2.55406  0.3538
La1 0.16777 0.36127 -0.33831  0.7136
C3 1.09998 2.61775 0.50549  -0.5586
C4 0.61841 2.97450 -0.81604  -0.5187
C5 -1.23018 2.31914 0.47479  -0.6928
C6 -0.04540 2.22479 1.31972  -0.5519
H5 1.25189 3.21337 -1.70270  0.5408
H6 -1.48649 2.89755 -1.71983  0.5329
H7 -2.25976 1.99265 0.75604  0.7661
C7 -0.81404 2.77763 -0.83899  -0.5273
H8 -0.00262 1.72298 2.32727  0.5748
H9 2.16694 2.56110 0.82369  0.5692
C8 -2.66110 -0.71603 0.43802  -0.8078
O1 -1.50888 -1.23397 -0.31093  -0.3061
C9 -0.75107 -2.33620 0.33994  -0.4261
C10 -0.11129 -1.90502 1.67541  -0.3408
O2 0.90436 -0.83452 1.49051  -0.3083
C11 2.24306 -1.28882 1.09530  -0.8174
H10 -3.14153 0.00730 -0.24062  0.3054
H11 -2.32422 -0.23624 1.38849  0.4212
H12 -3.26296 -1.61621 0.63732  0.3649
H13 -1.51896 -3.08751 0.55639  0.4605
H14 -0.01382 -2.67938 -0.41973  0.2692
H15 -0.81514 -1.47193 2.40529  0.3215
H16 0.46747 -2.75358 2.06638  0.4292
H17 2.66402 -1.66237 2.03812  0.3283
H18 2.16363 -2.10506 0.34303  0.4432
H19 2.79806 -0.41482 0.68542  0.3631

Values from the calculation:
E, eV: -16650.58663
Total charge: +2
HOMO energy, eV: -15.980



[3]
Molecular formula: C11H19N2O5S
Method: DFT, ωB97M-V with the def2-TZVPD basis set

Last column: natural (NBO) charge in e.
Atoms and positions in Å:
C1 -0.61165 1.67552 -1.11899  -0.7590
C2 0.97932 1.28897 -1.14318  0.8031
O1 1.78971 2.03093 -0.33804  -0.6319
O2 1.61929 0.20219 -1.89493  -0.5157
C3 0.78100 -0.30408 -2.99082  -0.3380
S1 0.80230 0.81610 -4.53677  2.0727
O3 0.58894 2.31309 -4.20959  -0.9561
O4 -0.25643 0.23781 -5.55173  -0.9613
O5 2.33683 0.51070 -5.29350  -0.9787
H1 -1.09219 1.85903 -2.17356  0.2769
H2 -1.23577 0.89153 -0.47071  0.2495
H3 -0.72415 2.70498 -0.52514  0.2481
H4 1.29943 -1.31436 -3.35981  0.2375
H5 -0.31031 -0.61698 -2.67448  0.2377
C4 -2.13225 -3.47303 0.30804  -0.6165
C5 -0.97203 -4.27127 -0.27821  -0.3812
C6 -0.00849 -3.40805 -1.09492  -0.5079
C7 -0.74939 -2.77451 -2.26115  0.2820
N1 -1.36400 -2.24886 -3.22865  -0.3175
H6 -2.75521 -3.03047 -0.47566  0.2214
H7 -2.77763 -4.12417 0.90615  0.2069
H8 -1.76685 -2.66722 0.95486  0.2147
H9 -1.37606 -5.07442 -0.90664  0.2048
H10 -0.42026 -4.74863 0.53910  0.2042
H11 0.81122 -4.02289 -1.48118  0.2496
H12 0.42414 -2.61855 -0.47091  0.2550
C8 1.93689 2.70011 3.30319  -0.6194
C9 0.64967 3.30383 3.85599  -0.3849
C10 -0.36142 2.24498 4.29994  -0.5001
C11 -0.74859 1.37587 3.11455  0.2995
N2 -1.06979 0.65480 2.13118  -0.3558
H13 1.75018 2.10334 2.40479  0.2490
H14 2.63966 3.49224 3.02594  0.2205
H15 2.42150 2.05939 4.04874  0.1907
H16 0.20195 3.94741 3.08881  0.2153
H17 0.89577 3.94439 4.71006  0.2008
H18 -1.25920 2.72751 4.70031  0.2445
H19 0.06389 1.61279 5.08690  0.2393

Values from the calculation:
E, eV: -35763.59338
Total charge: -1
HOMO energy, eV: -4.586



[4]
Molecular formula: C11H19N3O5S2
Method: DFT, ωB97M-V with the def2-TZVPD basis set

Last column: natural (NBO) charge in e.
Atoms and positions in Å:
C1 -0.51904 -2.11339 -2.55674  -0.4120
N1 -0.26184 -0.82298 -1.92003  -0.6112
C2 0.56792 0.11183 -2.40515  0.6604
O1 1.17573 -0.03370 -3.46077  -0.6378
C3 0.71351 1.42803 -1.62994  -0.1535
N2 -0.32350 1.62256 -0.58792  -0.6519
C4 -1.59107 1.98237 -0.78512  0.6767
C5 -2.06367 2.35317 -2.17725  -0.7171
O2 -2.37845 2.00083 0.14500  -0.6277
C6 2.13357 1.50131 -1.04388  0.1032
C7 2.43519 2.85605 -0.40436  -0.6316
O3 2.31159 0.52739 -0.04596  -0.7634
H1 0.38702 -2.72217 -2.53166  0.2080
H2 -1.32322 -2.63785 -2.03929  0.2019
H3 -0.80614 -1.96233 -3.59951  0.2159
H4 -0.73325 -0.61204 -1.05383  0.4041
H5 0.63666 2.22757 -2.36482  0.2331
H6 -0.08116 1.43147 0.37819  0.4313
H7 -1.93483 1.50911 -2.85143  0.2278
H8 -1.49887 3.21130 -2.53631  0.2249
H9 -3.11993 2.61505 -2.12856  0.2464
H10 2.85850 1.32579 -1.83946  0.2117
H11 1.76092 3.05122 0.42996  0.2105
H12 2.32206 3.64414 -1.14851  0.2111
H13 3.46339 2.86438 -0.04125  0.2248
H14 1.73628 0.80321 0.68944  0.4875
N3 1.86199 -1.53267 2.00925  -1.0671
S1 0.81014 -0.60228 2.87803  2.2793
O4 1.48780 -0.36321 4.14950  -0.9134
O5 0.61581 0.58753 2.03859  -0.9794
C8 -0.62776 -1.66845 2.98361  -0.5356
C9 -1.24451 -2.30121 1.93372  -0.1904
C10 -2.38123 -3.08852 2.37911  -0.2571
C11 -2.56462 -3.01481 3.73904  -0.3678
S2 -1.37382 -1.98993 4.53063  0.4999
H15 2.27674 -0.92640 1.30627  0.4276
H16 2.55678 -1.83700 2.67654  0.4057
H17 -0.91548 -2.23055 0.89930  0.2383
H18 -3.01166 -3.66818 1.71064  0.2375
H19 -3.35755 -3.52663 4.27495  0.2493

Values from the calculation:
E, eV: -48093.56702
Total charge: 0
HOMO energy, eV: -9.370



[5]
Molecular formula: C11H19N3S
Method: DFT, ωB97M-V with the def2-TZVPD basis set

Last column: natural (NBO) charge in e.
Atoms and positions in Å:
C1 -1.69564 1.80196 0.59579  -0.4199
C2 -0.40952 1.86140 -0.19711  -0.4799
C3 0.05930 -1.49964 0.79588  -0.4072
C4 -1.32961 -0.73451 -1.22932  -0.4021
C5 5.01282 -0.85693 0.18156  -0.2313
C6 -1.78118 0.28908 1.09349  -0.1996
C7 0.03103 -0.78066 -0.54076  -0.2772
C8 -0.26889 0.00827 1.44407  -0.2672
C9 -2.27386 -0.53020 -0.09103  -0.2411
C10 0.29964 0.52919 0.16251  -0.0352
C11 -3.72189 0.02009 -0.51836  -0.6360
N1 2.76873 -0.75007 -0.46829  -0.6697
N2 3.44187 1.54117 0.69965  -1.0394
N3 3.89210 -1.26024 -0.31206  -0.1737
S1 2.33532 0.82056 0.03942  1.4278
H1 -1.50498 2.53078 1.38393  0.2156
H2 -2.56445 2.16948 0.06928  0.2248
H3 -0.42438 1.95930 -1.26268  0.2134
H4 0.16831 2.76017 0.05987  0.2320
H5 -0.70871 -2.23920 0.91626  0.2025
H6 1.09788 -1.72824 1.06381  0.2253
H7 -1.21139 0.09057 -1.92590  0.2040
H8 -1.59920 -1.57505 -1.88828  0.2207
H9 5.36658 0.10984 0.54543  0.2496
H10 5.81467 -1.50560 -0.03305  0.1728
H11 -2.43764 0.07016 2.03817  0.2321
H12 0.73618 -1.14896 -1.32439  0.2517
H13 0.15689 0.17866 2.40687  0.2308
H14 -2.51303 -1.51935 0.33213  0.2129
H15 -3.84570 0.77534 -1.35136  0.2122
H16 -4.38195 0.32173 0.32181  0.2142
H17 -4.36485 -0.68737 -1.07267  0.2154
H18 3.88478 -2.32103 -0.64420  0.4022
H19 1.97077 1.29928 -1.29048  -0.0805

Values from the calculation:
E, eV: -27011.62964
Total charge: 0
HOMO energy, eV: -7.779



[6]
Molecular formula: C11H19N7O
Method: DFT, ωB97M-V with the def2-TZVPD basis set

Last column: natural (NBO) charge in e.
Atoms and positions in Å:
H1 -0.68428 3.04295 -2.79312  0.3319
N1 -1.10936 2.12420 -2.95701  -0.7260
C1 -0.55839 1.18254 -2.35476  0.5740
N2 -1.04717 0.02888 -2.76413  -0.6052
C2 -1.43658 -0.89506 -1.91275  0.5903
N3 -2.35802 -1.67551 -2.26508  -0.7567
H2 -2.55941 -2.41565 -1.61027  0.3349
N4 -0.78680 -0.97286 -0.71011  -0.6390
C3 -1.18753 -1.51278 0.50315  0.3327
C4 -2.31580 -2.24894 0.90669  -0.3976
C5 -2.09144 -2.59921 2.19384  0.3681
C6 -3.05960 -3.33674 3.02354  -0.6641
O1 -0.89576 -2.04889 2.64477  -0.3052
N5 -0.34155 -1.34125 1.50400  -0.1972
N6 0.51590 1.38640 -1.50827  -0.4867
C7 1.76543 0.60087 -1.65492  -0.2325
C8 2.50064 0.34302 -0.31681  -0.2293
N7 2.46138 1.56472 0.55946  -0.4680
C9 3.35971 1.45203 1.70754  -0.4006
C10 1.13376 2.22357 0.71408  -0.2157
C11 0.58503 2.62446 -0.69714  -0.2143
H3 -1.65322 0.13564 -3.54645  0.4456
H4 -0.01672 -0.32515 -0.63472  0.4279
H5 -3.15180 -2.50635 0.29540  0.2347
H6 -2.64092 -4.30457 3.34087  0.2372
H7 -3.24899 -2.74177 3.89107  0.2369
H8 -4.03152 -3.47680 2.48086  0.2384
H9 1.59369 -0.38002 -2.09126  0.2214
H10 2.42946 1.15819 -2.33088  0.1944
H11 3.54353 0.06565 -0.52411  0.2127
H12 1.99445 -0.48842 0.17623  0.1832
H13 3.24107 0.44492 2.17873  0.1754
H14 4.39556 1.54486 1.33690  0.1932
H15 3.19173 2.23950 2.42981  0.2038
H16 0.41850 1.54532 1.18176  0.1822
H17 1.20955 3.11647 1.33741  0.2068
H18 -0.39486 3.05788 -0.56603  0.2214
H19 1.23031 3.38789 -1.16831  0.1908

Values from the calculation:
E, eV: -24190.82859
Total charge: 0
HOMO energy, eV: -8.279